Entry 1:
{"formula": "C6H12O2Rb", "method": "wB97M-V/def2-TZVPD", "elements": ["H", "O", "H", "H", "H", "Rb", "C", "C", "H", "H", "O", "H", "C", "C", "C", "H", "C", "H", "H", "H", "H"], "xyz": [[-27.5978, 2.5458, -8.1481], [-22.2609, 4.8595, -4.3723], [-21.5525, 6.5454, -2.5901], [-22.9825, 7.4643, -2.9216], [-23.8533, 3.0686, -6.2409], [-21.1169, 2.5361, -5.5931], [-24.3984, 2.3186, -6.8116], [-24.5355, 5.1256, -3.7446], [-23.8502, 2.0772, -7.7310], [-26.2503, 1.7247, -9.0031], [-25.9916, 4.0401, -7.0419], [-25.1309, 5.9681, -4.1013], [-26.6689, 1.9918, -8.0312], [-25.7079, 2.9031, -7.3052], [-23.0685, 5.4563, -3.6749], [-23.0372, 6.1833, -1.6762], [-22.6376, 6.4643, -2.6488], [-24.5566, 1.4224, -6.2130], [-24.9161, 4.7346, -2.8026], [-24.6939, 4.3578, -4.5040], [-26.8979, 1.0752, -7.4889]], "nbo_charge": [0.252, -0.663, 0.239, 0.257, 0.203, 0.995, -0.739, -0.733, 0.227, 0.239, -0.525, 0.262, -0.726, 0.599, 0.650, 0.247, -0.730, 0.234, 0.247, 0.229, 0.237], "relative_energy_ev": 0.680, "charge": 1, "gap_ha": 0.328, "homo_ev": -12.581, "total_energy_ev": -11161.886}

***

Entry 2:
{"formula": "C6H12O2S", "method": "wB97M-V/def2-TZVPD", "elements": ["H", "O", "H", "C", "C", "H", "O", "S", "H", "C", "H", "H", "H", "H", "H", "C", "C", "H", "H", "H", "C"], "xyz": [[2.1488, 1.8670, 0.2050], [0.4384, -1.1667, -0.7634], [-1.5870, 0.0936, -1.6504], [-1.8613, -2.8699, 0.5114], [-0.5073, 2.0248, -2.2276], [1.4365, 3.0308, -2.4451], [-0.4335, -1.7588, 2.0292], [1.8055, 1.2250, -1.0139], [-1.1095, 0.8476, -0.3481], [0.4676, 0.0241, -1.4443], [0.6957, 3.3929, -0.9473], [-1.2713, 2.7462, -2.2603], [-0.3388, -3.8039, 1.8114], [-2.8484, -2.6047, 0.7512], [1.2609, -1.6677, -0.8095], [-0.7536, -2.7883, 1.4694], [0.7792, 2.5853, -1.6991], [-0.3333, 1.7088, -3.2394], [-1.4521, -2.2404, -0.3344], [-1.9314, -3.8059, 0.1549], [-0.8104, 0.8184, -1.3979]], "nbo_charge": [-0.017, -0.724, 0.236, -0.745, -0.422, 0.225, -0.519, 0.393, 0.210, -0.038, 0.228, 0.222, 0.098, 0.242, 0.484, 0.443, -0.498, 0.222, 0.266, 0.207, -0.514], "relative_energy_ev": 5.381, "charge": 0, "gap_ha": 0.271, "homo_ev": -6.675, "total_energy_ev": -21342.152}

***

Entry 3:
{"formula": "C6H12O3", "method": "wB97M-V/def2-TZVPD", "elements": ["C", "H", "H", "C", "H", "H", "H", "O", "C", "O", "O", "H", "C", "H", "H", "H", "H", "C", "H", "C", "H"], "xyz": [[-1.0120, -0.1732, -1.6167], [0.3758, -1.7567, -2.1165], [-1.3571, -0.6174, -2.5577], [0.2530, -1.3155, -1.1348], [0.0848, 2.4756, 0.7284], [1.2082, -0.8741, -0.8809], [2.1545, -0.0881, 2.6425], [-2.3686, 0.7284, 0.1324], [0.6625, 0.5299, 1.2860], [-0.5856, 1.0802, -1.7930], [-2.5977, -1.4478, -0.3080], [1.7380, 1.9334, 0.1321], [1.8175, -0.3415, 1.6330], [2.6585, -0.1847, 0.9598], [0.0235, 1.4332, -0.8783], [1.5382, -1.3937, 1.6267], [-3.0447, 0.5203, 0.7979], [-2.0774, -0.3895, -0.5560], [0.0194, -2.1201, -0.4454], [0.7640, 1.6562, 0.5190], [-0.2549, 0.3451, 1.8293]], "nbo_charge": [0.044, 0.211, 0.208, -0.654, 0.249, 0.199, 0.240, -0.690, -0.023, -0.721, -0.614, 0.220, -0.671, 0.219, 0.481, 0.228, 0.494, 0.751, 0.217, -0.592, 0.203], "relative_energy_ev": 2.937, "charge": 0, "gap_ha": 0.362, "homo_ev": -9.370, "total_energy_ev": -12556.912}

***

Entry 4:
{"formula": "C6H12O4", "method": "wB97M-V/def2-TZVPD", "elements": ["H", "H", "O", "H", "H", "H", "C", "H", "H", "C", "C", "O", "O", "H", "H", "O", "H", "H", "C", "C", "C", "H"], "xyz": [[0.0198, 0.9232, -3.0706], [-1.0580, 2.1033, 3.0799], [-0.1344, 0.3762, -2.2954], [0.3853, -0.7513, 2.8418], [0.0100, -0.8444, 0.4389], [-0.7603, 0.8752, -1.7375], [-0.7620, 1.0633, 1.1835], [-0.0886, 2.9939, 1.8983], [-2.8695, 1.7398, 1.2160], [-2.1394, 1.1096, 0.6884], [0.9950, 1.3361, 2.8541], [-1.3832, 1.7074, -0.2431], [2.2923, -0.6696, 2.1865], [1.0248, 1.3045, 3.9502], [2.7663, -0.2449, 1.4608], [1.3508, 0.6832, 0.0271], [-1.9391, 0.0050, 1.3483], [1.8880, 1.8791, 2.5136], [0.3766, 0.1021, 0.8641], [-0.2868, 1.9944, 2.3071], [1.0205, -0.0787, 2.2468], [1.0602, 0.5817, -0.8961]], "nbo_charge": [0.477, 0.218, -0.975, 0.178, 0.194, 0.502, 0.240, 0.256, 0.190, -0.165, -0.429, -0.544, -0.702, 0.219, 0.484, -0.744, 0.220, 0.221, 0.017, -0.466, 0.094, 0.516], "relative_energy_ev": 5.266, "charge": 0, "gap_ha": 0.341, "homo_ev": -8.694, "total_energy_ev": -14601.946}

***

Entry 5:
{"formula": "C6H12O4", "method": "wB97M-V/def2-TZVPD", "elements": ["O", "C", "H", "C", "H", "C", "O", "C", "C", "H", "H", "C", "H", "H", "H", "O", "H", "O", "H", "H", "H", "H"], "xyz": [[-0.0286, -4.2382, 1.4230], [1.8988, -2.7324, 1.5142], [2.5060, -2.1233, 2.1968], [-0.2005, -2.7703, 3.0187], [0.6777, -2.2455, 4.9005], [1.6667, -4.6375, 3.1304], [-1.8081, -2.4294, 0.4207], [0.9396, -3.5856, 2.3179], [-0.2134, -2.7697, 4.5318], [2.5625, -3.3794, 0.9255], [1.3709, -2.0965, 0.7936], [-1.2012, -3.7334, 2.3543], [2.2890, -4.1558, 3.8967], [-0.8126, -0.9101, 3.1157], [-0.2399, -3.7851, 4.9425], [-2.1600, -4.3653, 2.6980], [-0.8966, -3.0893, 0.1122], [-0.3451, -1.4734, 2.4916], [-1.1313, -2.2824, 4.8892], [-1.4021, -1.7181, 0.9458], [2.3358, -5.2106, 2.4753], [0.9721, -5.3226, 3.6295]], "nbo_charge": [-0.610, -0.631, 0.218, 0.135, 0.227, -0.635, -0.958, 0.235, -0.647, 0.221, 0.230, 0.829, 0.214, 0.491, 0.240, -0.505, 0.503, -0.717, 0.223, 0.482, 0.232, 0.224], "relative_energy_ev": 2.221, "charge": 0, "gap_ha": 0.395, "homo_ev": -10.334, "total_energy_ev": -14604.991}

***

Entry 6:
{"formula": "C6H12O4", "method": "wB97M-V/def2-TZVPD", "elements": ["H", "H", "C", "O", "H", "O", "H", "C", "C", "H", "H", "H", "O", "O", "C", "C", "H", "H", "H", "H", "H", "C"], "xyz": [[1.8368, 1.5470, -0.6541], [-2.3973, 1.5039, -1.6307], [-0.7435, -0.9380, 0.4192], [2.3474, 0.8821, -0.1735], [-0.6441, -1.8420, -1.5278], [0.9973, 1.8478, 1.6848], [3.0792, 1.2964, 3.1051], [2.8324, 0.5003, 2.3975], [-2.0699, 0.5518, -2.0745], [2.4917, -0.3988, 2.9267], [-1.1622, -1.8361, 0.8975], [1.3215, -0.4653, -0.2763], [0.6553, -0.9422, 0.6326], [-0.7074, 0.2463, -1.7275], [-1.1044, -0.9627, -1.0498], [1.7865, 0.9650, 1.4276], [-3.2294, -0.5503, -0.5116], [-1.1876, -0.0473, 0.8933], [-2.2127, 0.5916, -3.1642], [-3.0419, -1.4603, -2.0453], [3.7365, 0.2292, 1.8335], [-2.5842, -0.7185, -1.3827]], "nbo_charge": [0.487, 0.175, -0.076, -0.839, 0.179, -0.540, 0.252, -0.739, -0.053, 0.258, 0.176, 0.534, -0.783, -0.545, 0.083, 0.870, 0.211, 0.168, 0.174, 0.215, 0.249, -0.456], "relative_energy_ev": 3.721, "charge": 0, "gap_ha": 0.384, "homo_ev": -9.672, "total_energy_ev": -14603.492}

***

Entry 7:
{"formula": "C6H12O4", "method": "wB97M-V/def2-TZVPD", "elements": ["H", "H", "C", "H", "C", "H", "H", "O", "C", "H", "C", "H", "C", "C", "O", "H", "H", "O", "H", "H", "H", "O"], "xyz": [[1.4205, -1.1262, -0.8879], [-0.5300, -1.3873, -2.4029], [0.9894, 0.8796, -0.3596], [0.4670, -0.1151, -3.1382], [-0.1382, -0.3811, -2.2616], [-2.3722, 0.5978, 1.3396], [0.7073, -1.7779, 1.9727], [0.3303, 0.4776, 2.0869], [-1.5900, 1.1215, 0.7863], [-0.9540, 0.3367, -2.2058], [-0.2952, 0.3872, 1.0259], [-1.5201, 2.1448, 1.1540], [-0.0075, -2.1376, 1.2286], [0.7453, -0.3022, -1.0790], [-0.5477, -1.0668, 0.4645], [1.9099, 0.9072, 1.2829], [-1.8693, 1.1409, -0.2640], [0.5893, 2.0591, -0.9815], [0.8049, 2.7834, -0.3808], [-0.8114, -2.6753, 1.7381], [0.4976, -2.8296, 0.5478], [2.1740, 0.9633, 0.3339]], "nbo_charge": [0.222, 0.234, 0.339, 0.250, -0.675, 0.242, 0.204, -0.686, -0.691, 0.242, 0.710, 0.225, -0.265, 0.135, -0.625, 0.501, 0.224, -0.711, 0.488, 0.181, 0.169, -0.713], "relative_energy_ev": 3.577, "charge": 0, "gap_ha": 0.295, "homo_ev": -8.216, "total_energy_ev": -14603.635}

***

Entry 8:
{"formula": "C6H12OS", "method": "wB97M-V/def2-TZVPD", "elements": ["H", "H", "H", "H", "H", "H", "H", "C", "C", "H", "H", "C", "O", "C", "H", "H", "C", "H", "C", "S"], "xyz": [[-3.5379, -2.6892, 0.6882], [-0.8545, -0.0292, -1.5750], [0.7866, 0.7195, -1.8229], [-2.1942, -2.5722, 1.9328], [1.9763, -0.4862, 1.3108], [-0.1357, -1.6433, 1.5378], [-2.0496, -3.8008, 0.5799], [0.5577, -0.4929, -0.1697], [0.1494, 0.0992, -1.2193], [2.3502, 0.5775, 0.0224], [0.6018, 5.3284, 0.7397], [-1.5908, -1.7961, 0.0540], [1.9032, 4.5064, -0.8505], [-0.4633, -1.3538, 0.5249], [-2.0641, -1.6776, -0.9736], [2.5099, -1.2611, -0.1184], [-2.4111, -2.8157, 0.9195], [2.1801, 5.1063, -1.5288], [1.9390, -0.4148, 0.2896], [0.3469, 4.6956, -0.3413]], "nbo_charge": [0.207, 0.186, 0.187, 0.210, 0.207, 0.190, 0.217, -0.029, -0.368, 0.224, 0.065, -0.155, -0.857, -0.236, 0.201, 0.220, -0.632, 0.484, -0.630, 0.310], "relative_energy_ev": 2.992, "charge": 0, "gap_ha": 0.331, "homo_ev": -8.521, "total_energy_ev": -19296.394}

***

Entry 9:
{"formula": "C6H12OS", "method": "wB97M-V/def2-TZVPD", "elements": ["H", "H", "H", "H", "C", "H", "H", "C", "C", "H", "C", "C", "H", "C", "H", "H", "H", "H", "O", "S"], "xyz": [[1.0806, -1.9547, -1.0579], [2.0148, 2.1556, -0.1902], [-1.0284, -1.5764, 1.6367], [0.0388, -0.1796, 1.7917], [0.3787, 0.8822, -0.5573], [-0.1245, -1.3863, -2.3016], [0.8800, -1.6388, 1.3739], [-0.9224, 1.5716, -0.2623], [-0.0419, -1.7715, -1.2418], [0.6563, 0.7915, -1.5429], [1.5808, 1.2762, 0.3575], [-0.1092, -1.0724, 1.1580], [2.3075, 0.4632, 0.3992], [-0.3069, -0.6632, -0.2217], [-1.0715, 2.3220, -0.9986], [-0.5276, -2.7661, -0.8780], [1.0912, 1.4885, 1.2733], [-0.9486, 1.9460, 0.7705], [-2.8603, -0.0096, 0.8424], [-2.0872, 0.1216, -0.3510]], "nbo_charge": [0.210, 0.221, 0.251, 0.216, -0.204, 0.226, 0.222, -0.619, -0.651, 0.196, -0.614, -0.685, 0.217, -0.145, 0.226, 0.235, 0.208, 0.231, -0.965, 1.226], "relative_energy_ev": 2.400, "charge": 0, "gap_ha": 0.346, "homo_ev": -8.599, "total_energy_ev": -19296.987}

***

Entry 10:
{"formula": "C6H12P", "method": "wB97M-V/def2-TZVPD", "elements": ["C", "C", "C", "H", "H", "H", "H", "H", "C", "C", "H", "C", "H", "H", "H", "P", "H", "H", "H"], "xyz": [[-1.0718, -0.1884, -0.1204], [0.8100, -2.3024, -0.2924], [-0.1683, 2.2092, 1.8538], [-2.6149, 0.5415, 0.7813], [0.3409, -0.6725, -2.7182], [0.1225, 3.0369, 2.5882], [0.8704, 0.9188, -2.4336], [0.2435, 2.2199, 0.9060], [-1.1099, 1.2610, 1.9800], [-1.6439, 0.4694, 0.8867], [1.4815, 0.2410, 0.4515], [0.9776, -0.1101, -2.1702], [-1.8458, 1.1227, 2.7445], [1.9632, -2.5925, -0.1962], [2.0489, -0.1191, -2.3998], [0.6676, -0.4959, -0.4416], [0.2489, -2.5351, 0.6077], [-1.7546, -0.5015, -0.8354], [0.4342, -2.5029, -1.1918]], "nbo_charge": [-0.597, -0.886, -0.309, 0.210, 0.257, 0.249, 0.286, 0.172, -0.259, -0.053, 0.053, -0.949, 0.232, 0.281, 0.286, 1.264, 0.276, 0.252, 0.235], "relative_energy_ev": 2.470, "charge": 1, "gap_ha": 0.366, "homo_ev": -13.550, "total_energy_ev": -15696.133}